# 1
Computed, not measured: a structure of composition C31H40Cl3NO5P2SiV in a non-equilibrium geometry, with wB97M-V/def2-TZVPD.

Geometry (Å):
V: -0.2701 1.4307 -0.2780
C: 2.0475 -1.5507 -4.2863
C: 1.7526 -0.4669 -3.2514
C: 3.0653 0.2178 -2.8558
P: 0.9076 -0.8429 -1.6107
C: 1.4168 -2.6278 -1.2412
C: 1.1064 -2.8697 0.2350
C: 0.7537 -3.7156 -2.0762
C: -0.8721 -1.0681 -1.9950
C: -1.4164 -1.5630 -3.1682
C: -2.7903 -1.6442 -3.3504
C: -3.3599 -2.2371 -4.6067
C: -3.6283 -1.1625 -2.3522
C: -3.1099 -0.6548 -1.1784
C: -1.7301 -0.6244 -0.9723
N: -1.1781 -0.1150 0.1940
C: -1.4868 -0.6455 1.4001
C: -2.2994 -1.7751 1.6019
C: -2.6015 -2.2052 2.8757
C: -2.0825 -1.5666 3.9989
C: -2.4582 -2.0105 5.3844
C: -1.1879 -0.5204 3.8066
C: -0.8811 -0.0569 2.5377
P: 0.2368 1.2857 2.0463
C: 0.1317 2.5854 3.4014
C: -1.3447 2.8637 3.6835
C: 0.8879 2.3451 4.7052
C: 1.9186 0.4471 2.1091
C: 3.0577 1.4564 2.0063
C: 2.1333 -0.5599 3.2361
H: 2.5337 -1.0884 -5.1465
H: 1.1422 -2.0236 -4.6522
H: 2.7188 -2.3140 -3.8969
H: 1.1041 0.2805 -3.7213
H: 3.7814 -0.5094 -2.4703
H: 2.8965 0.9641 -2.0791
H: 3.5112 0.7185 -3.7129
H: 2.5046 -2.6609 -1.3845
H: 0.0388 -2.7485 0.4148
H: 1.6389 -2.1661 0.8696
H: 1.3882 -3.8793 0.5336
H: -0.3279 -3.6469 -1.9809
H: 1.0654 -4.6960 -1.7137
H: 1.0146 -3.6476 -3.1266
H: -0.7680 -1.8939 -3.9640
H: -2.6479 -2.9163 -5.0729
H: -3.6019 -1.4519 -5.3237
H: -4.2727 -2.7846 -4.3777
H: -4.7001 -1.1836 -2.4973
H: -3.7524 -0.2502 -0.4079
H: -2.7068 -2.2922 0.7434
H: -3.2650 -3.0527 2.9998
H: -3.3884 -2.5748 5.3615
H: -2.5898 -1.1487 6.0365
H: -1.6813 -2.6455 5.8140
H: -0.7282 -0.0740 4.6759
H: 0.5689 3.4695 2.9149
H: -1.8206 2.0030 4.1514
H: -1.8744 3.0913 2.7641
H: -1.4481 3.7209 4.3482
H: 0.5154 1.4767 5.2423
H: 0.7553 3.2154 5.3491
H: 1.9527 2.2200 4.5324
H: 1.8921 -0.1033 1.1554
H: 3.1817 2.0205 2.9273
H: 2.8614 2.1572 1.1961
H: 3.9948 0.9379 1.8005
H: 2.1872 -0.0724 4.2049
H: 3.0727 -1.0869 3.0685
H: 1.3328 -1.2976 3.2645
O: 2.6906 4.4264 -4.5791
C: 2.0813 3.8200 -3.7141
C: 2.4333 3.7853 -2.2408
O: 3.3934 4.3377 -1.7164
C: 1.4174 2.9412 -1.6287
C: 0.5113 2.4629 -2.5988
O: -0.4133 1.6739 -2.2104
C: 0.8809 2.9316 -3.9292
O: 0.3775 2.6335 -5.0079
O: 1.2434 2.5499 -0.4141
Cl: -2.6602 3.7257 -2.0428
Si: -1.9089 3.0922 -0.2334
Cl: -1.2084 4.8374 0.6479
Cl: -3.6365 2.5668 0.8282

2S+1: 3
HOMO (spin up / spin down), eV: -4.85 / -4.94
Kohn-Sham gap (spin up / spin down), eV: 7.195 / 7.282
Total charge: -1
Lowest unoccupied orbital energy (spin up / spin down), eV: 2.344 / 2.341

Löwdin population analysis, charges in e, atoms 1 to 4:
1 V 0.448
2 C -0.112
3 C -0.505
4 C -0.121


# 2
Computed, not measured: a structure of composition C31H40MnN4O in a non-equilibrium geometry, with wB97M-V/def2-TZVPD.

Geometry (Å):
Mn: -0.2514 0.0858 -0.3909
N: 1.5997 0.3914 -0.9952
N: 0.9365 1.5450 1.4666
C: -1.9865 -0.9252 0.0634
C: -1.0701 -1.1752 1.1632
C: 0.0686 -1.8762 0.6301
C: 1.1560 -2.5101 1.4234
H: 1.1077 -2.1990 2.4763
H: 2.1666 -2.2964 1.0306
H: 1.0549 -3.6094 1.3974
C: -0.0950 -2.0160 -0.7930
C: 0.8142 -2.7856 -1.6895
H: 0.7264 -3.8724 -1.5095
H: 1.8685 -2.5213 -1.5073
H: 0.5900 -2.5740 -2.7466
C: -1.3792 -1.4392 -1.1558
C: -2.0321 -1.4681 -2.4891
H: -1.2874 -1.5371 -3.2980
H: -2.6475 -0.5654 -2.6508
H: -2.7005 -2.3423 -2.5803
C: -1.3538 -0.9137 2.6035
H: -1.2064 -1.8216 3.2026
H: -2.3868 -0.5810 2.7536
H: -0.6983 -0.1415 3.0261
C: -3.3702 -0.4031 0.1494
H: -3.5040 0.4651 -0.5125
H: -3.6126 -0.0783 1.1697
H: -4.1097 -1.1644 -0.1544
C: 2.0805 0.4531 -2.2689
H: 1.3662 0.2224 -3.0759
C: 3.4136 0.8145 -2.4979
H: 3.7197 1.0267 -3.5206
C: 4.3312 0.8447 -1.4315
H: 5.3781 1.0911 -1.6031
C: 3.8754 0.5566 -0.1628
H: 4.5085 0.4439 0.7169
C: 2.4881 0.4410 0.0601
C: 1.9364 0.6015 1.3494
H: 2.3135 0.1900 2.2747
C: -0.1615 1.6674 0.5857
C: 0.8700 2.4848 2.4839
H: 1.6327 2.5324 3.2415
C: -0.2286 3.1996 2.2592
H: -0.5998 4.0520 2.7856
N: -0.9366 2.6139 1.2092
C: -2.3306 2.8196 1.0121
C: -3.1468 2.9012 2.1577
C: -4.5279 3.0226 1.9880
H: -5.1624 3.0469 2.8712
C: -5.1034 3.0972 0.7207
C: -6.5949 3.2522 0.5765
H: -7.0187 2.4593 -0.0597
H: -6.8483 4.2201 0.1166
H: -7.0734 3.2050 1.5634
C: -4.2751 3.0360 -0.4067
H: -4.7236 3.1103 -1.4082
C: -2.8775 2.8826 -0.2860
C: -2.0327 2.7977 -1.5189
H: -1.2996 3.6134 -1.5918
H: -2.6806 2.8495 -2.4080
H: -1.4676 1.8413 -1.5758
C: -2.6332 2.7286 3.5524
H: -1.9645 3.5208 3.9067
H: -2.1483 1.7524 3.7066
H: -3.4904 2.7775 4.2332
C: 4.2782 -3.2992 -2.5453
N: 5.2738 -3.5522 -1.5158
C: 6.3999 -4.4250 -1.7894
C: 5.0285 -3.0921 -0.2759
O: 4.0399 -2.4203 0.0254
H: 4.7184 -3.5711 -3.5055
H: 3.9983 -2.2359 -2.5196
H: 3.3802 -3.9122 -2.3680
H: 7.2662 -4.1147 -1.1988
H: 6.1685 -5.4649 -1.5463
H: 6.6550 -4.3837 -2.8471
H: 5.8079 -3.3695 0.4480

2S+1: 5
HOMO (spin up / spin down), eV: 0.25 / -1.85
Kohn-Sham gap (spin up / spin down), eV: 2.448 / 4.541
Total charge: -1
Lowest unoccupied orbital energy (spin up / spin down), eV: 2.696 / 2.690

Löwdin population analysis, charges in e, atoms 1 to 4:
1 Mn 0.606
2 N -0.051
3 N -0.076
4 C -0.308


# 3
Computed, not measured: a structure of composition C31H40N4OTl in a non-equilibrium geometry, with wB97M-V/def2-TZVPD.

Geometry (Å):
Tl: -0.6816 0.6414 -0.3779
N: -1.8209 -1.3160 0.6892
N: -0.3765 -2.4022 -1.5952
C: 2.1650 0.9311 -0.3816
C: 2.3026 -0.4019 0.1085
C: 1.7720 -0.4586 1.4596
C: 1.7505 -1.7096 2.2463
H: 1.7125 -2.6506 1.6551
H: 0.9051 -1.8583 2.9309
H: 2.5794 -1.6867 2.9754
C: 1.3161 0.8676 1.7959
C: 0.6654 1.4082 2.9938
H: 1.4335 1.7012 3.7204
H: 0.1323 0.6929 3.5986
H: -0.1433 2.1623 2.8443
C: 1.5236 1.7116 0.6306
C: 1.1409 3.1486 0.5274
H: 0.2719 3.4642 1.1436
H: 0.9173 3.4962 -0.5030
H: 2.0003 3.7558 0.8748
C: 2.7765 -1.5704 -0.6634
H: 3.8585 -1.7047 -0.4591
H: 2.6959 -1.4773 -1.7632
H: 2.3053 -2.5406 -0.4153
C: 2.5911 1.4547 -1.6893
H: 1.8705 2.1190 -2.1953
H: 2.8512 0.6710 -2.4105
H: 3.5051 2.0555 -1.5339
C: -1.8855 -0.6542 2.0241
H: -2.1564 0.3810 1.8436
C: -2.6952 -1.4664 2.9227
H: -3.1584 -0.9422 3.7721
C: -2.3988 -2.8454 2.8554
H: -2.6661 -3.4684 3.7171
C: -1.5586 -3.3776 1.8578
H: -1.3088 -4.4607 1.8139
C: -1.2108 -2.5260 0.7177
C: -0.4372 -3.0419 -0.3753
H: -0.2969 -4.1417 -0.4254
C: -0.1819 -1.0250 -1.7199
C: -0.3690 -3.0068 -2.8962
H: -0.4564 -4.0825 -2.9762
C: -0.3912 -1.9985 -3.8039
H: -0.4778 -1.9867 -4.8867
N: -0.3550 -0.7883 -3.0755
C: -0.5581 0.5171 -3.6436
C: 0.4420 1.1263 -4.4322
C: 0.2167 2.4211 -4.9212
H: 0.9877 2.8784 -5.5412
C: -0.9724 3.1052 -4.6632
C: -1.1850 4.5021 -5.1763
H: -1.0633 5.2449 -4.3750
H: -2.1977 4.6274 -5.5806
H: -0.4657 4.7455 -5.9662
C: -1.9698 2.4719 -3.9167
H: -2.9294 2.9700 -3.7558
C: -1.7809 1.1802 -3.4042
C: -2.9133 0.4481 -2.7463
H: -3.3629 -0.2976 -3.4216
H: -3.7018 1.1575 -2.4728
H: -2.6248 -0.0793 -1.8258
C: 1.6810 0.3748 -4.8027
H: 1.5638 -0.1142 -5.7802
H: 1.9501 -0.4051 -4.0797
H: 2.5262 1.0659 -4.8930
C: 0.3048 0.5533 5.8384
N: -0.3732 -0.7385 5.4212
C: -0.6803 -1.6229 6.5966
C: -0.5529 -1.2708 4.2076
O: -0.7423 -0.6673 3.0434
H: 0.3061 0.6108 6.9445
H: -0.2730 1.4063 5.4364
H: 1.3502 0.6014 5.4643
H: -1.7600 -1.8520 6.5407
H: -0.1156 -2.5683 6.4898
H: -0.4214 -1.1097 7.5538
H: -0.7013 -2.3558 4.2894

HOMO, eV: -2.01
Kohn-Sham gap, eV: 4.370
Total charge: -1
Lowest unoccupied orbital energy, eV: 2.357

Löwdin population analysis, charges in e, atoms 1 to 4:
1 Tl 0.918
2 N 0.003
3 N -0.077
4 C -0.325